Entry i
A molecular structure, C37H44Ge2N3O4Pt. Source: the Open Molecules 2025 dataset; level of theory: ωB97M-V with the def2-TZVPD basis set.

Calculated values
- Kohn-Sham gap (alpha / beta) (eV) = 5.322 / 5.359
- E_HOMO (alpha / beta) (eV) = -3.620 / -3.659
- molar mass (g/mol) = 935.07
- charge = -1

Structure (XYZ):
```
91
C37H44Ge2N3O4Pt ωB97M-V with the def2-TZVPD basis set
Pt -0.1115 -1.0239 0.1431
C -4.3267 0.9191 3.3729
C -2.9601 1.6006 3.3518
C -1.8973 0.7861 2.6104
C -1.5253 -0.5324 3.2968
Ge 0.0091 -1.4821 2.4553
C 1.6991 -0.9199 3.3254
C 2.0904 0.5556 3.1435
C 1.4207 1.5079 4.1398
C 1.9303 1.3510 5.5734
H -5.0698 1.5288 3.8933
H -4.2783 -0.0490 3.8773
H -4.6852 0.7452 2.3540
H -2.6262 1.7879 4.3788
H -3.0579 2.5789 2.8680
H -1.0048 1.4092 2.4854
H -2.2569 0.5659 1.6030
H -2.3715 -1.2222 3.2626
H -1.2843 -0.3579 4.3535
H -0.1334 -2.9711 2.8927
H 2.4635 -1.5589 2.8756
H 1.6529 -1.1866 4.3883
H 1.8444 0.8463 2.1197
H 3.1776 0.6745 3.2388
H 0.3393 1.3470 4.1272
H 1.5934 2.5421 3.8196
H 1.7092 0.3567 5.9681
H 1.4688 2.0815 6.2429
H 3.0149 1.4924 5.6154
C 0.2432 3.7776 0.4586
N -0.7443 3.2905 -0.4969
C -1.4147 4.2611 -1.3459
C -0.7353 2.0056 -0.8208
N -0.7623 0.8776 -1.0658
H -0.2411 4.4260 1.1906
H 1.0300 4.3383 -0.0526
H 0.6949 2.9323 0.9745
H -1.9953 4.9494 -0.7278
H -2.0854 3.7458 -2.0287
H -0.6875 4.8331 -1.9290
C 1.7118 -0.6499 -0.0687
Ge 2.6247 -0.8264 -1.7502
C 4.5716 -0.9128 -1.5432
C 5.4063 -0.5807 -2.6129
C 6.7894 -0.6156 -2.4771
C 7.3580 -0.9778 -1.2613
C 6.5402 -1.3073 -0.1870
C 5.1574 -1.2749 -0.3296
C 2.0738 -2.2684 -2.9828
C 2.9855 -2.9479 -3.7950
C 2.5573 -3.9251 -4.6880
C 1.2054 -4.2314 -4.7849
C 0.2868 -3.5670 -3.9808
C 0.7195 -2.5991 -3.0815
C 2.3115 0.8862 -2.6757
C 1.3853 1.0091 -3.7118
C 1.0946 2.2507 -4.2670
C 1.7229 3.3940 -3.7870
C 2.6474 3.2907 -2.7516
C 2.9384 2.0441 -2.2035
H 4.9702 -0.2802 -3.5618
H 7.4248 -0.3567 -3.3165
H 8.4357 -0.9941 -1.1495
H 6.9816 -1.5853 0.7631
H 4.5172 -1.5198 0.5127
H 4.0445 -2.7190 -3.7249
H 3.2776 -4.4454 -5.3099
H 0.8695 -4.9889 -5.4841
H -0.7703 -3.7985 -4.0499
H -0.0118 -2.1012 -2.4536
H 0.8838 0.1242 -4.0908
H 0.3751 2.3287 -5.0761
H 1.4952 4.3624 -4.2206
H 3.1497 4.1788 -2.3822
H 3.6722 1.9653 -1.4068
O -2.6110 -1.7200 -1.7788
C -2.9128 -1.7457 -0.5937
O -2.1390 -1.6874 0.4353
C -4.3832 -1.8197 -0.2197
C -5.3405 -1.4113 -1.1400
C -6.6841 -1.4146 -0.8056
C -7.0554 -1.8542 0.4524
C -6.1225 -2.2849 1.3799
C -4.7806 -2.2549 1.0399
N -8.4856 -1.8641 0.8127
O -9.2789 -1.4264 0.0059
O -8.8002 -2.3225 1.8896
H -5.0069 -1.0907 -2.1185
H -7.4464 -1.0872 -1.4981
H -6.4589 -2.6225 2.3499
H -4.0232 -2.5650 1.7464
```

---

Entry ii
A molecular structure, C37H44Ge2N3O4Pt. Source: the Open Molecules 2025 dataset; level of theory: ωB97M-V with the def2-TZVPD basis set.

Calculated values
- Kohn-Sham gap (alpha / beta) (eV) = 5.435 / 5.447
- E_HOMO (alpha / beta) (eV) = -3.680 / -3.693
- molar mass (g/mol) = 935.07
- charge = -1

Structure (XYZ):
```
91
C37H44Ge2N3O4Pt ωB97M-V with the def2-TZVPD basis set
Pt -0.0477 -1.0461 0.1891
C -4.2730 0.7099 3.4237
C -2.9615 1.4861 3.3667
C -1.8559 0.7314 2.6277
C -1.3968 -0.5444 3.3342
Ge 0.1646 -1.4315 2.5108
C 1.8224 -0.7738 3.3416
C 2.1460 0.7159 3.1779
C 1.4511 1.6239 4.1947
C 1.9797 1.4683 5.6181
H -5.0551 1.2714 3.9393
H -4.1516 -0.2408 3.9456
H -4.6302 0.4809 2.4164
H -2.6266 1.7209 4.3838
H -3.1346 2.4467 2.8694
H -1.0047 1.4033 2.4713
H -2.2089 0.4656 1.6261
H -2.2033 -1.2809 3.3300
H -1.1505 -0.3364 4.3833
H 0.0865 -2.9267 2.9569
H 2.6068 -1.3791 2.8802
H 1.8003 -1.0484 4.4022
H 1.8909 1.0136 2.1590
H 3.2279 0.8780 3.2675
H 0.3755 1.4302 4.1905
H 1.5771 2.6673 3.8855
H 1.8059 0.4631 6.0060
H 1.5004 2.1694 6.3048
H 3.0574 1.6501 5.6528
C 0.1668 3.7370 0.1467
N -0.8165 3.1938 -0.7837
C -1.4823 4.0957 -1.7053
C -0.7910 1.8934 -1.0248
N -0.7957 0.7530 -1.2056
H -0.3237 4.4276 0.8349
H 0.9596 4.2584 -0.3947
H 0.6071 2.9201 0.7154
H -2.0716 4.8227 -1.1442
H -2.1448 3.5260 -2.3516
H -0.7510 4.6223 -2.3252
C 1.7310 -0.5957 0.0379
Ge 2.5563 -0.7575 -1.7016
C 4.4800 -0.9923 -1.4763
C 5.3703 -0.6778 -2.5051
C 6.7412 -0.8349 -2.3396
C 7.2433 -1.3057 -1.1334
C 6.3725 -1.6136 -0.0968
C 5.0021 -1.4548 -0.2687
C 1.9385 -2.0853 -3.0155
C 2.8130 -2.7744 -3.8582
C 2.3406 -3.6803 -4.8010
C 0.9756 -3.9068 -4.9206
C 0.0906 -3.2316 -4.0909
C 0.5686 -2.3335 -3.1442
C 2.3500 1.0073 -2.5403
C 1.4325 1.2214 -3.5690
C 1.2292 2.4903 -4.0990
C 1.9424 3.5737 -3.6009
C 2.8573 3.3802 -2.5731
C 3.0562 2.1073 -2.0473
H 4.9909 -0.2942 -3.4470
H 7.4170 -0.5865 -3.1495
H 8.3119 -1.4236 -0.9990
H 6.7604 -1.9719 0.8493
H 4.3259 -1.6751 0.5505
H 3.8823 -2.6153 -3.7732
H 3.0372 -4.2109 -5.4396
H 0.6034 -4.6125 -5.6539
H -0.9764 -3.4018 -4.1676
H -0.1522 -1.8362 -2.4986
H 0.8635 0.3853 -3.9599
H 0.5140 2.6312 -4.9008
H 1.7908 4.5629 -4.0175
H 3.4246 4.2193 -2.1868
H 3.7813 1.9681 -1.2526
O -2.5420 -2.0714 -1.6946
C -2.8585 -1.8799 -0.5286
O -2.1111 -1.6552 0.4829
C -4.3452 -1.9248 -0.1680
C -5.2877 -1.7652 -1.1766
C -6.6430 -1.7591 -0.8808
C -7.0187 -1.9370 0.4348
C -6.1134 -2.1134 1.4608
C -4.7619 -2.0953 1.1475
N -8.4774 -1.9373 0.7627
O -9.2580 -1.7046 -0.1406
O -8.7959 -2.1443 1.9173
H -4.9344 -1.6500 -2.1923
H -7.3948 -1.6244 -1.6440
H -6.4622 -2.2482 2.4740
H -4.0106 -2.2027 1.9180
```

---

Quick look at relative energies in eV: entry i 0.190; entry ii 0.000.

---

Entry i
C7H13NO2 in the gas phase. Source: the Open Molecules 2025 dataset; level of theory: ωB97M-V with the def2-TZVPD basis set.

Calculated values
- Kohn-Sham gap (eV) = 9.895
- E_HOMO (eV) = -9.118
- molar mass (g/mol) = 143.19
- charge = 0
- SMILES = CC1=NO[C@@](C)(O)C1(C)C

Structure (XYZ):
```
23
C7H13NO2 ωB97M-V with the def2-TZVPD basis set
C -2.1544 -1.5014 0.0567
C -0.6743 -1.2273 0.0567
N 0.1654 -2.1551 0.1656
O 1.4176 -1.6338 0.1530
C 1.4066 -0.1054 -0.1277
C 2.1646 0.5263 1.0040
O 1.8806 0.1290 -1.3463
C -0.1628 0.1847 -0.1502
C -0.6513 0.8098 -1.4412
C -0.7128 1.1016 0.9929
H -2.5405 -1.0041 -0.7507
H -2.6992 -1.2128 0.9174
H -2.1712 -2.6790 -0.0189
H 3.2129 0.1887 1.1605
H 1.4860 0.2214 1.9318
H 2.0963 1.6721 0.8214
H 2.5772 -0.4538 -1.5767
H -0.2058 1.8472 -1.7655
H -1.7083 0.9148 -1.4350
H -0.4851 0.2726 -2.4531
H -0.1600 2.1596 0.8487
H -0.3409 0.7738 1.9958
H -1.7406 1.1712 0.9607
```

---

Entry ii
C7H13NO2 in the gas phase. Source: the Open Molecules 2025 dataset; level of theory: ωB97M-V with the def2-TZVPD basis set.

Calculated values
- Kohn-Sham gap (eV) = 10.187
- E_HOMO (eV) = -9.528
- molar mass (g/mol) = 143.19
- charge = 0
- SMILES = C=C(C)[C@@H](O)[C@H](C)C(N)=O

Structure (XYZ):
```
23
C7H13NO2 ωB97M-V with the def2-TZVPD basis set
C 1.9096 1.7459 -1.2825
C 1.4069 0.8224 -0.4404
C 2.3106 0.1444 0.5494
C -0.0714 0.4612 -0.4895
O -0.2650 -0.4403 -1.5901
C -0.7205 -0.1318 0.7819
C -0.4697 -1.6270 1.0081
C -2.2231 0.1094 0.7276
N -2.8878 -0.4793 -0.3073
O -2.8229 0.7734 1.5642
H 1.2862 2.2527 -2.0141
H 2.9626 2.0143 -1.2735
H 1.9705 0.3249 1.5738
H 3.3388 0.5185 0.4882
H 2.3490 -0.9319 0.3623
H -0.6198 1.3778 -0.7498
H 0.3844 -0.1992 -2.2743
H -0.3687 0.4212 1.6626
H 0.5477 -1.8140 1.3589
H -0.6248 -2.2185 0.0998
H -1.1506 -2.0263 1.7686
H -3.8718 -0.2740 -0.4124
H -2.3704 -0.8236 -1.1114
```

---

Quick look at relative energies in eV: entry i 2.698; entry ii 0.000.

---

Entry i
C7H13NO2 in the gas phase. Source: the Open Molecules 2025 dataset; level of theory: ωB97M-V with the def2-TZVPD basis set.

Calculated values
- Kohn-Sham gap (alpha / beta) (eV) = 8.250 / 7.017
- E_HOMO (alpha / beta) (eV) = -8.551 / -7.757
- molar mass (g/mol) = 143.19
- charge = 0

Structure (XYZ):
```
23
C7H13NO2 ωB97M-V with the def2-TZVPD basis set
C 2.3120 0.1706 -0.8479
C 0.9160 -0.0420 -1.3926
C -0.3065 0.9066 -0.6638
N 0.2372 2.1259 -0.6157
O 0.7182 -0.5415 -2.4711
H -0.0129 2.6324 0.2335
H -1.1108 0.6599 -1.3649
H 2.8225 0.9142 -1.4597
H 2.8531 -0.7736 -0.9293
H 2.3061 0.5285 0.1802
C -0.3223 0.7949 1.9718
C -0.9744 -2.0712 -0.5113
C -0.8518 0.1573 0.6997
C -0.2377 -1.0909 0.3069
O -2.2694 0.0714 0.7037
H -2.6300 0.9659 0.7174
H 0.7092 -1.3542 0.7590
H 0.7656 0.8573 1.9612
H -0.7154 1.8081 2.0863
H -0.6434 0.2077 2.8328
H -1.8557 -2.4283 0.0323
H -1.3611 -1.5888 -1.4198
H -0.3486 -2.9102 -0.8085
```

---

Entry ii
C7H13NO2 in the gas phase. Source: the Open Molecules 2025 dataset; level of theory: ωB97M-V with the def2-TZVPD basis set.

Calculated values
- Kohn-Sham gap (eV) = 10.227
- E_HOMO (eV) = -9.449
- molar mass (g/mol) = 143.19
- charge = 0
- SMILES = C[C@@H]1COC(C)(C)N1C=O

Structure (XYZ):
```
23
C7H13NO2 ωB97M-V with the def2-TZVPD basis set
C -1.1803 1.9674 -0.9239
C 0.1790 1.3449 -0.7234
C 0.4670 0.2607 -1.7518
O -0.1189 -0.9329 -1.2236
C 0.0662 -0.9906 0.1615
C -1.1785 -1.3408 0.9146
C 1.1927 -2.0182 0.4466
N 0.2918 0.5062 0.5239
C 0.6149 0.9763 1.7124
O 0.7155 2.1559 2.0708
H -1.9915 1.3531 -0.5027
H -1.2747 2.2009 -1.9934
H -1.4463 2.8988 -0.5002
H 0.9955 2.0241 -0.4949
H 0.0598 0.5196 -2.7166
H 1.5459 0.1117 -1.8584
H -2.0468 -0.9031 0.5189
H -1.0017 -1.0594 1.8756
H -1.2330 -2.4328 0.8530
H 2.0937 -1.5138 0.3219
H 1.1418 -2.6706 -0.3571
H 1.2943 -2.6224 1.2674
H 0.8136 0.1651 2.3794
```

---

Quick look at relative energies in eV: entry i 3.084; entry ii 0.000.